Computed, not measured: a structure of composition C4H10N3 in a non-equilibrium geometry, with wB97M-V/def2-TZVPD.

Values from the calculation:
Net charge   +1
Kohn-Sham gap   10.6 eV
HOMO level   -13.816 eV
LUMO level   -3.21 eV
Energy above the lowest of the compared OMol25 structures with the same formula, charge and spin   68.0 kcal per mole
Maximum force   6.12 eV/A
Energy   -322.3523 a.u.

Each line ends with the Löwdin charge.
Geometry (Å):
C: 0.44 1.36 -0.05  -0.0028
C: -0.47 -0.40 -0.29  -0.1520
C: 2.61 2.25 0.83  -0.0287
C: -2.31 -2.00 -0.48  -0.0262
N: 1.55 1.24 0.41  -0.0145
N: 0.39 -1.44 -0.22  0.1866
N: -1.76 -0.63 -0.45  -0.0009
H: -0.13 2.26 -0.36  0.1225
H: 3.16 2.64 -0.04  0.0986
H: 3.16 1.93 1.65  0.0476
H: 2.02 3.14 1.25  0.1057
H: -2.18 -2.36 -1.50  0.1115
H: -1.84 -2.61 0.23  0.0695
H: -3.35 -1.86 -0.14  0.1124
H: -0.11 -2.36 -0.40  0.1394
H: 1.32 -1.23 -0.16  0.0683
H: -2.49 0.08 -0.29  0.1630

Computed, not measured: the ion C4H10N3 with charge +1 in a non-equilibrium geometry, with wB97M-V/def2-TZVPD.

Values from the calculation:
Net charge   +1
Kohn-Sham gap   9.7 eV
HOMO level   -14.208 eV
LUMO level   -4.52 eV
SMILES   [H]/N=N\[N+](C)=C(C)C
Energy above the lowest of the compared OMol25 structures with the same formula, charge and spin   109.8 kcal per mole
Maximum force   4.31 eV/A
Energy   -322.2857 a.u.

Each line ends with the Löwdin charge.
Geometry (Å):
H: 3.76 0.35 0.53  0.1406
N: 3.05 -0.28 0.29  0.2069
N: 2.04 -0.79 0.13  0.1623
N: 0.72 0.32 0.06  -0.0406
C: 0.88 1.70 0.36  -0.0412
C: -0.33 -0.36 -0.22  -0.3393
C: -1.70 0.12 -0.24  -0.0022
C: -0.18 -1.81 -0.54  -0.0334
H: 1.91 2.04 0.27  0.0887
H: 0.12 2.41 0.00  0.1088
H: 0.54 1.82 1.35  0.0856
H: -2.46 -0.27 0.44  0.1215
H: -2.04 -0.03 -1.23  0.1012
H: -1.66 1.23 0.10  0.1212
H: 0.65 -2.15 -1.15  0.0852
H: -0.18 -2.38 0.44  0.1300
H: -1.21 -2.06 -0.92  0.1046

Computed, not measured: a cluster of 2 separate species, C4H10N3 in total in a non-equilibrium geometry, with wB97M-V/def2-TZVPD.

Values from the calculation:
Net charge   +1
Kohn-Sham gap (alpha / beta)   7.2 / 7.9 eV
HOMO level (alpha / beta)   -13.318 / -13.412 eV
LUMO level (alpha / beta)   -6.10 / -5.55 eV
Energy above the lowest of the compared OMol25 structures with the same formula, charge and spin   135.3 kcal per mole
Maximum force   3.49 eV/A
Energy   -322.2449 a.u.

Each line ends with the Löwdin charge.
Geometry (Å):
C: -0.31 1.32 1.75  0.0259
C: -1.66 1.23 1.68  -0.2089
C: 0.57 1.02 0.56  -0.1427
C: -0.13 -0.06 -1.50  0.0795
N: -0.19 0.61 -0.48  0.0265
N: 1.76 -2.37 -1.31  -0.0431
N: -2.20 0.84 0.59  0.1996
H: 0.11 1.52 2.70  0.1129
H: -2.29 1.69 2.51  0.1663
H: 1.16 1.81 0.12  0.1617
H: 0.96 0.13 1.03  0.1651
H: 0.70 -0.72 -1.70  0.0505
H: -1.04 0.10 -2.24  0.1602
H: 2.84 -2.43 -1.11  0.0883
H: 1.55 -2.58 -2.30  0.0388
H: 1.31 -3.11 -0.71  0.0505
H: -3.14 1.02 0.41  0.0689

Computed, not measured: the ion C4H10N3 with charge +1 in a non-equilibrium geometry, with wB97M-V/def2-TZVPD.

Values from the calculation:
Net charge   +1
Kohn-Sham gap   11.6 eV
HOMO level   -14.592 eV
LUMO level   -3.02 eV
SMILES   C[C@H]1N2CNC[N@H+]12
Energy above the lowest of the compared OMol25 structures with the same formula, charge and spin   87.5 kcal per mole
Maximum force   4.06 eV/A
Energy   -322.3211 a.u.

Each line ends with the Löwdin charge.
Geometry (Å):
C: 2.31 -0.12 -0.27  -0.0030
C: 0.83 -0.01 -0.19  -0.2846
N: 0.09 -0.80 0.69  0.0481
C: -1.23 -1.26 0.11  -0.0307
N: -1.70 0.00 -0.60  -0.0379
C: -1.32 1.06 0.24  -0.1235
N: -0.04 0.54 0.85  0.0125
H: 2.64 -0.33 0.82  0.1148
H: 2.86 0.88 -0.60  0.1350
H: 2.57 -0.96 -0.96  0.1053
H: 0.25 0.29 -1.04  0.1324
H: -1.92 -1.59 0.82  0.1065
H: -1.02 -2.06 -0.57  0.1356
H: -1.54 0.03 -1.65  0.1633
H: -1.08 2.04 -0.30  0.1800
H: -2.03 1.18 1.03  0.1328
H: 0.33 1.10 1.61  0.2135

Computed, not measured: a cluster of 2 separate species, C4H10N3 in total in a non-equilibrium geometry, with wB97M-V/def2-TZVPD.

Values from the calculation:
Net charge   +1
Kohn-Sham gap   10.0 eV
HOMO level   -13.694 eV
LUMO level   -3.68 eV
Energy above the lowest of the compared OMol25 structures with the same formula, charge and spin   59.6 kcal per mole
Maximum force   3.68 eV/A
Energy   -322.3655 a.u.

Each line ends with the Löwdin charge.
Geometry (Å):
C: -0.03 0.77 -1.67  -0.2911
C: 0.04 -1.56 1.80  -0.2168
C: -0.09 -2.89 2.19  -0.0347
C: -0.08 1.50 0.56  0.0518
N: -0.04 -0.48 1.41  0.1902
N: 0.19 1.82 -2.61  0.0428
N: 0.59 1.21 -0.49  -0.0300
H: -1.10 0.51 -1.49  0.1471
H: -1.01 -2.81 2.85  0.1367
H: 0.78 -3.13 2.93  0.1465
H: -0.25 -3.45 1.29  0.0955
H: -1.20 1.65 0.41  0.1501
H: 0.46 1.93 1.44  0.1333
H: 0.50 -0.01 -2.13  0.1213
H: 0.12 1.55 -3.57  0.0802
H: -0.43 2.60 -2.53  0.0802
H: 1.55 0.80 -0.41  0.1971

Computed, not measured: a structure of composition C4H10N3 in a non-equilibrium geometry, with wB97M-V/def2-TZVPD.

Values from the calculation:
Net charge   +1
Kohn-Sham gap   10.0 eV
HOMO level   -14.096 eV
LUMO level   -4.05 eV
Energy above the lowest of the compared OMol25 structures with the same formula, charge and spin   69.4 kcal per mole
Maximum force   5.35 eV/A
Energy   -322.3499 a.u.

Each line ends with the Löwdin charge.
Geometry (Å):
C: 1.32 -0.04 0.30  -0.5293
C: -1.38 0.11 0.03  -0.2062
C: 2.09 -0.34 -0.94  -0.0182
C: 0.21 -0.92 0.83  0.1250
N: 1.61 0.99 0.91  0.1710
N: -2.60 -0.19 0.39  0.2030
N: -1.05 0.99 -0.81  0.2460
H: 2.41 -1.31 -0.90  0.0572
H: 2.93 0.36 -1.12  0.1115
H: 1.45 -0.07 -1.78  0.0860
H: -0.09 -2.00 0.43  0.1514
H: -0.08 -0.79 1.85  0.0728
H: 1.01 1.24 1.71  0.0932
H: -2.65 -0.86 1.15  0.1332
H: -3.38 0.02 -0.18  0.1248
H: -0.12 1.26 -0.67  0.0803
H: -1.67 1.55 -1.21  0.0984

Computed, not measured: the ion C4H10N3 with charge +1 in a non-equilibrium geometry, with wB97M-V/def2-TZVPD.

Values from the calculation:
Net charge   +1
Kohn-Sham gap (alpha / beta)   5.8 / 7.7 eV
HOMO level (alpha / beta)   -9.454 / -14.602 eV
2S+1   3
LUMO level (alpha / beta)   -3.68 / -6.94 eV
Energy above the lowest of the compared OMol25 structures with the same formula, charge and spin   72.9 kcal per mole
Maximum force   11.30 eV/A
Energy   -322.1912 a.u.

Each line ends with the Löwdin charge.
Geometry (Å):
C: -1.26 -0.86 1.02  -0.1576
C: 0.23 -1.73 -0.34  -0.1431
C: 0.21 -0.21 -0.63  -0.2719
C: -1.09 1.68 -0.02  0.0021
N: -0.58 -1.90 0.82  0.0734
N: -0.79 0.27 0.11  -0.1204
N: 1.65 0.39 0.06  0.2251
H: -1.79 -0.57 1.89  0.0916
H: -0.17 -2.39 -1.17  0.1564
H: 1.31 -2.12 -0.11  0.1495
H: 0.25 0.21 -1.67  0.1810
H: -1.66 2.01 0.85  0.0963
H: -0.01 2.24 -0.11  0.1331
H: -1.69 1.75 -1.01  0.1418
H: 1.76 1.38 -0.04  0.1140
H: 2.23 -0.19 -0.63  0.1839
H: 1.42 0.05 0.99  0.1447

Computed, not measured: the ion C4H10N3O with charge +1 in a non-equilibrium geometry, with wB97M-V/def2-TZVPD.

Values from the calculation:
Net charge   +1
Kohn-Sham gap   8.6 eV
HOMO level   -12.477 eV
LUMO level   -3.89 eV
Energy above the lowest of the compared OMol25 structures with the same formula, charge and spin   114.3 kcal per mole
Maximum force   5.17 eV/A
Energy   -397.4971 a.u.

Each line ends with the Löwdin charge.
Geometry (Å):
C: 1.73 0.52 -0.20  -0.3040
C: -1.65 -0.22 0.03  -0.2691
C: -2.14 1.17 0.01  0.0110
C: -2.45 -1.43 0.07  0.0299
N: 0.49 0.71 -0.11  0.0377
N: 2.53 -0.49 0.07  -0.0230
N: 3.90 -0.27 -0.06  0.1213
O: -0.38 -0.41 -0.10  0.0542
H: 2.32 1.53 -0.36  0.1624
H: -3.15 1.41 -0.46  0.1348
H: -1.31 1.88 -0.27  0.1020
H: -2.55 1.35 1.04  0.1335
H: -2.95 -1.45 1.07  0.1287
H: -1.83 -2.40 0.17  0.1462
H: -3.17 -1.51 -0.64  0.0703
H: 4.25 -0.42 -0.93  0.1219
H: 4.41 -0.91 0.48  0.1490
H: 4.28 0.69 0.19  0.1934

Computed, not measured: a cluster of 2 separate species, C4H10N3O in total in a non-equilibrium geometry, with wB97M-V/def2-TZVPD.

Values from the calculation:
Net charge   +1
Kohn-Sham gap   9.2 eV
HOMO level   -12.667 eV
LUMO level   -3.43 eV
Energy above the lowest of the compared OMol25 structures with the same formula, charge and spin   80.2 kcal per mole
Maximum force   5.31 eV/A
Energy   -397.5514 a.u.

Each line ends with the Löwdin charge.
Geometry (Å):
C: -2.42 -0.27 -0.65  -0.2224
C: -1.71 -1.01 0.32  0.0329
C: 0.06 0.08 -0.28  -0.3121
C: -0.03 2.23 -1.55  0.0681
N: -1.88 0.75 -1.21  0.0850
N: -0.56 0.99 -0.88  -0.1113
N: 2.45 -1.45 1.76  0.2630
O: 1.20 -0.06 -0.01  0.0535
H: -3.57 -0.32 -0.80  0.1615
H: -1.50 -0.48 1.36  0.1388
H: -1.77 -2.09 0.30  0.0707
H: 1.03 2.18 -1.31  0.0995
H: -0.42 2.14 -2.54  0.0915
H: -0.45 3.12 -1.23  0.0727
H: 2.68 -1.05 2.61  0.1002
H: 3.22 -1.89 1.19  0.1718
H: 1.80 -2.21 1.78  0.1223
H: 1.86 -0.66 1.16  0.1145

Computed, not measured: a cluster of 2 separate species, C4H10N3O2S in total in a non-equilibrium geometry, with wB97M-V/def2-TZVPD.

Values from the calculation:
Net charge   -1
Kohn-Sham gap   6.6 eV
HOMO level   -2.983 eV
LUMO level   3.60 eV
Energy above the lowest of the compared OMol25 structures with the same formula, charge and spin   0.0 kcal per mole
Maximum force   1.74 eV/A
Energy   -871.3370 a.u.

Each line ends with the Löwdin charge.
Geometry (Å):
C: 0.61 1.51 -0.13  -0.6814
C: 0.60 -1.70 0.39  -0.1777
C: 0.68 0.45 -0.98  -0.1895
C: 1.35 -0.81 -0.60  -0.6783
N: -1.90 0.44 0.94  0.0305
N: -2.84 -0.88 -0.51  -0.0234
N: -2.15 0.17 -0.33  -0.1715
O: 0.89 1.52 1.11  -0.1512
O: 0.11 2.71 -0.66  0.0009
S: 3.01 -0.44 0.18  0.6355
H: -0.38 -1.96 -0.01  0.0447
H: 1.17 -2.61 0.59  0.0510
H: 0.47 -1.16 1.33  0.0556
H: 0.45 0.61 -2.02  0.0858
H: 1.59 -1.39 -1.50  0.0806
H: -2.11 -0.30 1.61  0.0924
H: -1.04 0.96 1.10  0.0502
H: 0.12 3.33 0.08  0.0832
H: -3.05 -0.95 -1.51  0.0172
H: 2.41 0.50 0.93  -0.1545

Computed, not measured: the molecule C4H10N4 in a non-equilibrium geometry, with wB97M-V/def2-TZVPD.

Values from the calculation:
Net charge   0
Kohn-Sham gap   9.2 eV
HOMO level   -8.110 eV
LUMO level   1.05 eV
SMILES   C=N[C@H](N)/C(N)=N/C
Energy above the lowest of the compared OMol25 structures with the same formula, charge and spin   58.3 kcal per mole
Maximum force   3.57 eV/A
Energy   -377.3540 a.u.

Each line ends with the Löwdin charge.
Geometry (Å):
C: -2.20 0.25 -0.67  -0.1057
N: -1.21 -0.49 -0.87  0.0106
C: -0.51 -1.23 0.48  -0.2738
N: -1.02 -0.83 1.74  0.0571
C: 0.66 -0.43 0.06  -0.4636
N: 1.57 -1.06 -0.77  0.1430
N: 0.61 0.84 0.35  -0.0112
C: 1.65 1.74 -0.11  -0.1492
H: -2.46 0.71 0.29  0.0654
H: -2.92 0.35 -1.48  0.0599
H: -0.45 -2.30 0.30  0.1335
H: -1.90 -1.24 1.99  0.0846
H: -0.82 0.14 1.94  0.0695
H: 1.26 -1.94 -1.15  0.0892
H: 1.98 -0.48 -1.49  0.0833
H: 2.53 1.64 0.54  0.0785
H: 1.27 2.76 0.00  0.0684
H: 1.97 1.59 -1.15  0.0604

Computed, not measured: the molecule C4H10N4 in a non-equilibrium geometry, with wB97M-V/def2-TZVPD.

Values from the calculation:
Net charge   0
Kohn-Sham gap   9.9 eV
HOMO level   -8.946 eV
LUMO level   0.92 eV
SMILES   [H]/N=C(N)/C(=N\C)NC
Energy above the lowest of the compared OMol25 structures with the same formula, charge and spin   23.6 kcal per mole
Maximum force   2.06 eV/A
Energy   -377.4092 a.u.

Each line ends with the Löwdin charge.
Geometry (Å):
H: 0.35 2.62 0.94  0.0270
N: 0.63 1.67 0.91  0.1431
C: 0.04 1.02 -0.04  -0.4547
N: -0.86 1.50 -0.97  0.1064
C: 0.23 -0.47 -0.20  -0.3582
N: 1.32 -1.10 -0.17  0.0393
C: 2.63 -0.50 -0.09  -0.1411
N: -0.97 -1.17 -0.39  -0.0460
C: -1.99 -0.95 0.64  -0.0908
H: -1.30 2.43 -0.84  0.1182
H: -1.43 0.80 -1.48  0.1057
H: 3.28 -1.05 -0.75  0.0584
H: 3.11 -0.50 0.93  0.0986
H: 2.52 0.52 -0.47  0.0602
H: -0.75 -2.12 -0.55  0.0996
H: -1.74 -1.25 1.66  0.0869
H: -2.82 -1.57 0.25  0.0886
H: -2.25 0.10 0.61  0.0589